40
Properties=species:S:1:pos:R:3:mulliken_spin:R:1 method="wB97M-V/def2-TZVPD" total_charge=-1 homo_ev="-4.55 / -4.69" s_squared=0.755 e_above_lowest_kcal_mol=15.5 energy_ev=-135231.181 multiplicity=2
Cu 0.4501 -0.2167 1.2476 0.642
O 1.9217 0.9489 1.2212 0.103
C 2.0186 1.8600 0.3176 -0.001
C 2.6938 3.0612 0.6446 0.026
C 2.8546 4.0751 -0.2642 -0.009
C 2.3079 3.9737 -1.5408 0.013
C 1.6522 2.8202 -1.8991 -0.011
C 1.5178 1.7408 -1.0190 -0.024
C 0.8986 0.5347 -1.4816 0.011
N 0.7375 -0.4922 -0.7292 0.081
N 0.2738 -1.6859 -1.1416 0.014
C -0.1150 -2.4231 -0.1234 0.003
O -0.1267 -2.0383 1.0953 0.052
C -0.4914 -3.8213 -0.4334 -0.001
C -1.0554 -4.1921 -1.6506 0.002
C -1.3616 -5.5191 -1.8981 0.000
C -1.0917 -6.4941 -0.9503 0.000
C -0.5122 -6.1305 0.2540 -0.001
C -0.2259 -4.8042 0.5152 0.002
H 3.0860 3.1503 1.6467 -0.001
H 3.4105 4.9591 0.0152 -0.001
H 2.3983 4.7929 -2.2401 0.001
H 1.2362 2.7255 -2.8919 0.000
H 0.5636 0.4997 -2.5202 0.004
H -1.2499 -3.4282 -2.3883 -0.002
H -1.8068 -5.7952 -2.8437 0.000
H -1.3312 -7.5301 -1.1554 0.000
H -0.2737 -6.8860 0.9871 0.000
H 0.2175 -4.5026 1.4514 -0.001
Cl -2.4570 0.2214 -0.1883 0.003
C -1.9281 1.5050 0.8387 -0.045
C -0.9099 1.2551 1.7622 0.108
C -0.5821 2.3429 2.5755 0.023
Cl 0.6220 2.1413 3.7846 0.002
C -1.1774 3.5976 2.4622 0.004
Cl -0.7327 4.9058 3.4861 0.001
C -2.1616 3.7956 1.5027 -0.005
Cl -2.8927 5.3375 1.2997 0.000
C -2.5588 2.7350 0.6992 0.003
Cl -3.8189 2.9802 -0.4477 0.001



45
Properties=species:S:1:pos:R:3:lowdin_charge:R:1 method="wB97M-V/def2-TZVPD" smiles="CCN[C@@H](C)CC=O.O.O.O.O.O.O.O.O" homo_ev=-9.09 e_above_lowest_kcal_mol=86.4 energy_ev=-26609.037
C -2.1563 2.7008 -1.3997 -0.112
C -1.0621 3.3062 -0.5444 -0.260
N -0.6129 2.2455 0.3534 -0.085
C 0.2539 2.6276 1.4596 -0.403
C -0.2537 3.6868 2.4615 -0.054
C 0.8451 1.3121 2.0984 -0.100
C 2.2075 0.7685 1.7182 -0.245
O 2.3542 -0.4098 1.5547 0.045
H -2.9681 2.1569 -0.8807 0.072
H -1.8277 1.9506 -2.1278 0.068
H -2.6754 3.3507 -2.0887 0.062
H -1.3703 4.1314 0.1374 0.117
H -0.2799 3.4364 -1.3215 0.117
H -1.4276 1.7611 0.7623 0.092
H 1.1266 3.1220 0.9435 0.141
H -0.1760 4.7175 2.1381 0.067
H -1.3113 3.4751 2.6492 0.087
H 0.4103 3.5128 3.3110 0.069
H 0.8703 1.5788 3.1796 0.115
H 0.0921 0.5080 2.0427 0.118
H 3.0443 1.5043 1.5767 0.135
O 1.2583 -3.5802 -1.5385 -0.077
H 2.1907 -3.5869 -1.2384 0.018
H 1.0636 -4.3288 -2.0953 0.021
O -2.4395 -3.1362 -0.3203 -0.050
H -1.7582 -3.5392 -0.8720 0.043
H -3.1414 -3.1272 -0.9738 0.050
O -2.8420 -0.1417 0.7823 -0.063
H -2.1141 -0.7012 0.4825 0.027
H -3.4686 -0.7965 1.0981 0.029
O 3.1431 -3.2853 0.5398 -0.063
H 2.7785 -2.4609 0.9023 0.015
H 2.6852 -3.8896 1.1447 0.056
O 3.6940 1.8715 -2.9498 -0.061
H 3.0985 2.3188 -2.3509 0.006
H 4.3411 1.4330 -2.3921 0.032
O 1.4902 0.5498 -1.7593 -0.055
H 0.9400 1.2665 -1.4351 0.005
H 1.0941 -0.3224 -1.6496 0.038
O -1.9283 -2.0567 -3.1284 -0.064
H -2.4414 -1.2311 -3.1423 0.046
H -1.1386 -1.9519 -3.6834 0.049
O -3.1517 -3.5221 2.3010 -0.079
H -2.6202 -3.7863 1.5341 -0.003
H -2.5137 -3.5497 3.0252 0.033



20
Properties=species:S:1:pos:R:3:lowdin_charge:R:1 method="wB97M-V/def2-TZVPD" total_charge=-1 homo_ev=-5.16 energy_ev=-32484.974
C -0.8370 0.0104 -1.6619 0.060
C -2.0228 0.0202 -0.9500 -0.184
C -2.1462 -0.4272 0.3427 -0.146
C -1.2778 -0.2455 1.3934 -0.105
C -0.0821 0.5389 1.3478 -0.084
C 0.6935 0.2956 0.2672 -0.222
C 1.8016 1.2848 -0.0513 -0.593
F 2.6581 1.4259 1.0276 0.088
F 2.5131 0.9691 -1.2357 0.053
F 1.4040 2.4468 -0.3923 0.176
S 1.3511 -1.4356 0.0740 0.446
O 1.7572 -1.5676 -1.2703 -0.328
O 2.4159 -1.2576 1.0560 -0.324
O 0.1954 -2.3258 0.4074 -0.350
H -0.0102 -0.7017 -1.4235 0.034
H -0.9048 0.5753 -2.5287 0.039
H -2.9445 0.4071 -1.4514 0.104
H -3.1750 -0.6673 0.5554 0.092
H -1.5937 -0.6381 2.3457 0.098
H 0.2042 1.2922 2.1479 0.146